No. 1
This record from OMol25 describes a cluster of 2 separate species, C14H24ClF2IO5PS in total. The level of theory is the ωB97M-V functional and the def2-TZVPD basis.

Geometry as XYZ:
```
49
Properties=species:S:1:pos:R:3:forces:R:3:lowdin_charge:R:1
C 3.8233 1.5650 0.4006 -0.5017 0.1896 0.5053 -0.163
C 2.3231 1.3740 0.0920 0.2407 -0.3378 -0.1494 -0.181
C 2.0349 0.5679 -1.1726 0.2982 0.3898 0.2962 -0.302
F 1.5930 1.3592 -2.2084 -0.3011 0.1261 -0.0138 0.002
C 1.0792 -0.6354 -0.9454 1.1087 0.0454 -0.7135 -0.298
C 2.0103 -1.6875 -0.2958 -0.1608 0.0361 0.4771 -0.095
C 1.6473 -3.1498 -0.1159 -0.1564 0.0121 0.4784 -0.798
O 1.6364 -3.6849 0.9414 0.0649 -0.0192 -0.1176 0.010
I 1.3257 -4.3944 -1.8429 0.1432 0.0136 -0.1371 0.924
O 0.8546 -1.1143 -2.3140 -0.3734 -0.3681 0.3516 -0.187
S -0.6638 -1.2055 -2.7085 -0.0140 0.4056 -0.8737 0.526
O -1.0319 -2.4596 -3.2631 0.2192 -0.1759 0.3333 -0.274
O -0.9972 -0.0482 -3.4678 -0.1147 0.0934 0.2955 -0.224
O -1.2054 -1.1470 -1.2314 -0.0211 -0.0161 0.2369 -0.249
C -0.3523 -0.3440 -0.3179 -1.3095 -0.7528 -0.3964 -0.318
C -0.7287 -0.8612 1.0960 -0.4228 0.0467 0.1918 -0.283
F 0.3514 -1.3734 1.8065 0.0735 0.0009 -0.0307 0.004
C -1.8759 -1.8688 1.1710 0.2654 -0.2450 0.7778 -0.168
C -1.5435 -3.3157 0.8190 -0.6451 0.1071 -0.3723 -0.079
P -1.0354 1.4335 -0.5707 1.8526 1.4109 -1.2224 1.101
C -1.2711 2.3424 1.0235 -0.7628 -0.9786 0.7704 -0.408
C -0.1506 2.3113 2.0733 -0.0402 0.4243 -0.0516 -0.145
C -2.7044 1.3743 -1.3300 -1.1132 -0.2302 0.7330 -0.394
C -3.9168 1.3917 -0.3784 0.3013 0.5703 0.0631 -0.155
H 4.0133 1.2700 1.4357 0.1180 -0.0743 -0.0617 0.067
H 4.1754 2.6041 0.3479 -0.1673 -0.4300 -0.2698 -0.079
H 4.4757 0.9699 -0.2363 -0.0086 0.0628 -0.0730 0.056
H 1.8212 2.3322 -0.0305 -0.0951 -0.0322 0.1023 0.104
H 1.8727 0.8333 0.9292 -0.1766 0.2001 0.0144 0.081
H 2.9801 0.1655 -1.5374 -0.0738 -0.2537 -0.0430 0.142
H 2.9531 -1.6944 -0.8450 -0.1497 0.0162 -0.2536 0.137
H 2.2423 -1.3451 0.7105 0.0801 -0.0202 -0.0290 0.128
H -1.0769 -0.0171 1.6862 0.2252 0.1451 -0.1009 0.103
H -2.1299 -1.8583 2.2376 -0.1207 0.0299 -0.0455 0.120
H -2.7620 -1.4947 0.6597 0.1552 0.0263 -0.2412 0.110
H -2.4706 -3.8935 0.8615 0.0327 -0.0226 0.0558 0.080
H -0.8542 -3.7606 1.5307 0.1921 0.0874 -0.1400 0.072
H -1.1901 -3.4071 -0.2073 0.2103 -0.1017 0.1100 0.038
H -1.4805 3.3748 0.7386 0.0913 -0.0313 -0.2078 0.081
H -2.1883 1.9963 1.5179 0.0289 0.0147 -0.0265 0.056
H -0.5687 2.5702 3.0477 -0.0157 0.0366 -0.0222 0.075
H 0.3254 1.3419 2.1845 0.0411 0.0150 -0.0243 0.043
H 0.6159 3.0505 1.8495 0.1312 -0.1383 -0.0361 0.074
H -2.7531 2.2806 -1.9369 0.1920 -0.0406 -0.0703 0.077
H -2.8199 0.5512 -2.0257 0.3684 -0.0543 -0.0234 0.055
H -3.8261 0.6746 0.4384 -0.1614 -0.1964 -0.1601 0.054
H -4.8494 1.2578 -0.9268 0.0132 -0.2483 0.0364 0.067
H -3.9885 2.3775 0.0898 -0.0423 -0.0695 0.0785 0.060
Cl 6.2805 3.3905 0.2197 0.5007 0.3307 -0.0010 -0.648
```
Forces are in eV/Å.

For the calculated total energy, the calculation gives -2621.2108 hartree. The charge is -1. The HOMO energy comes out at -3.93 eV. The largest force on an atom comes out at 0.051 Eh/bohr. As for the orbital gap: 5.9 eV. For the LUMO energy, the calculation gives 2.0 eV.

---

No. 2
This record from OMol25 describes a structure of composition C39H30N12O2SSn. The level of theory is the ωB97M-V functional and the def2-TZVPD basis.

Geometry as XYZ:
```
85
Properties=species:S:1:pos:R:3:forces:R:3:lowdin_charge:R:1
Sn 0.2758 0.3917 1.3807 -0.0854 0.1123 -0.0496 1.211
C -3.3940 -2.6228 1.6953 -0.3516 -0.1442 -0.4058 -0.070
C -2.1638 -2.0580 2.0099 -0.8148 1.6442 -0.2857 -0.096
N -2.0111 -0.7273 1.9084 0.1054 -0.4109 0.2451 -0.019
C -3.0366 0.0358 1.5474 -0.8282 -0.4798 0.0149 -0.251
C -4.2379 -0.5589 1.1888 -0.0409 -0.7306 -0.1665 -0.045
N -4.3901 -1.8804 1.2042 0.2343 -0.0966 0.6597 0.115
C -2.8507 1.4956 1.5977 -0.9236 0.5076 -0.1997 -0.187
C -3.9072 2.4337 1.6032 0.4273 -0.9660 -0.3198 0.081
C -3.6393 3.7679 1.8106 -0.4139 0.9713 0.2803 -0.116
C -2.3128 4.1546 1.9779 0.3558 -0.1321 0.5133 0.064
C -1.3237 3.1780 1.9753 0.0795 0.5545 0.3248 -0.180
N -1.6012 1.8766 1.7376 1.4828 0.9522 0.2205 0.047
C 0.0633 3.5100 2.4309 0.2281 -1.0615 -0.0975 -0.221
C 0.5840 4.7830 2.4324 0.1530 0.6504 0.0837 -0.050
N 1.8219 5.0621 2.8649 -0.8682 -0.0352 -0.6733 0.132
C 2.5418 4.0273 3.2442 -0.0573 0.4399 0.4476 -0.097
C 2.0548 2.7407 3.2679 -0.7864 -0.5943 -0.6282 -0.089
N 0.8227 2.4736 2.8402 -0.1790 0.4750 0.0039 0.020
C -4.7115 4.8054 2.0350 0.6775 -0.6663 -0.5775 -0.170
C -4.5632 6.1174 1.5863 0.1381 0.0578 -0.1145 -0.016
C -5.5917 7.0081 1.8402 -0.5146 -0.4680 0.1283 -0.105
N -6.7003 6.6758 2.5240 0.5468 0.8386 -0.2585 0.086
C -6.7864 5.4535 2.9993 -0.3506 -0.2414 -0.1388 -0.124
C -5.8508 4.4685 2.7345 0.1401 0.2819 0.3733 -0.011
H -3.6217 -3.6853 1.7970 0.3539 0.2459 -0.0396 0.124
H -1.2896 -2.5654 2.3210 0.5063 -0.8169 0.2552 0.101
H -5.1205 -0.0376 0.8612 0.0216 0.4601 -0.1324 0.121
H -4.9134 2.1066 1.4171 -0.2610 -0.1138 0.2027 0.123
H -2.1281 5.1878 2.2923 0.1982 -0.5273 -0.2519 0.132
H -0.0174 5.6017 2.0539 0.1825 0.1364 0.1110 0.121
H 3.5219 4.2430 3.5853 0.8589 0.0845 0.2650 0.113
H 2.6623 1.9026 3.5582 0.1649 -0.1996 0.1354 0.115
H -3.6867 6.4539 1.0265 -0.2814 -0.1993 0.1534 0.119
H -5.5517 8.0108 1.4500 0.0120 0.2482 0.0184 0.112
H -7.6641 5.2254 3.5920 -0.0255 -0.0112 0.0177 0.118
H -5.9729 3.5145 3.1970 -0.0424 -0.6133 0.0330 0.113
C -0.9528 -7.7036 -4.4749 0.1433 -0.3977 -0.0747 -0.005
O -0.8365 -6.8485 -3.3267 -0.7031 0.2453 0.2324 0.005
C 0.3241 -6.5521 -2.8361 0.3219 -0.5855 -0.9741 -0.234
C 0.3594 -5.6902 -1.7194 0.3576 -0.0096 0.4296 0.035
C 1.5679 -5.3671 -1.1871 -0.6396 -0.0040 0.1027 0.023
C 2.7627 -5.7685 -1.8401 0.7391 0.0352 -0.1477 -0.239
C 2.6955 -6.6188 -2.9920 -0.5771 0.2342 0.8985 0.054
C 1.5012 -7.0769 -3.4451 0.8162 0.4482 0.3048 0.030
N 3.9785 -5.3317 -1.4837 -1.2150 -0.3517 0.1487 0.155
N 4.1257 -4.7277 -0.3679 0.6469 -0.1563 -0.3975 0.137
C 4.3450 -3.5117 -0.0593 0.4472 -0.3999 0.1636 -0.179
C 4.8787 -3.2304 1.2707 -0.2628 -0.4147 1.0243 0.029
C 4.6635 -2.0433 1.8346 0.2757 0.5733 0.2211 0.047
C 3.9055 -1.0183 1.0721 0.3485 -0.3602 -0.7300 -0.320
O 3.3183 -0.1201 1.6129 -0.2035 0.6881 0.4791 0.007
C 3.8738 -1.1598 -0.4422 -0.1867 0.3863 0.8686 -0.135
N 3.5617 -0.0622 -1.1418 -0.1016 -0.8237 0.6457 0.159
C 3.4462 -0.2573 -2.4333 0.5570 0.1928 -1.3511 -0.095
C 3.7578 -1.4763 -3.0815 -0.7249 0.0665 -0.7919 -0.002
C 4.0880 -2.6006 -2.3540 -0.5325 1.4346 0.2678 0.025
C 4.0988 -2.4108 -0.9845 0.2416 -0.1453 0.2664 -0.093
H -2.0241 -7.8102 -4.6255 0.1778 0.0313 -0.1662 0.110
H -0.5049 -8.6778 -4.2457 -0.2116 0.1485 -0.0831 0.109
H -0.4418 -7.2631 -5.3422 -0.3225 -0.0208 0.2405 0.114
H -0.5661 -5.3364 -1.2823 0.0891 -0.0346 -0.0764 0.122
H 1.6043 -4.7788 -0.2847 0.0109 0.1738 -0.0009 0.095
H 3.6174 -6.9145 -3.4099 0.8716 -0.3523 -0.5651 0.122
H 1.5162 -7.7878 -4.2572 -0.3610 0.1284 -0.0101 0.122
H 5.3524 -4.0587 1.8127 -0.1742 0.3775 -0.3097 0.139
H 5.0056 -1.7332 2.8390 -0.2705 -0.4654 -0.6451 0.144
H 3.1836 0.6373 -3.0243 0.0316 -0.6315 0.2070 0.123
H 3.6089 -1.5683 -4.1616 0.2799 0.2686 0.3609 0.122
H 4.2886 -3.5601 -2.7648 0.1333 -0.3800 -0.5716 0.106
S -0.8988 -0.3878 -0.9742 -0.2162 0.7566 -0.1614 0.554
C -0.4627 -1.9194 -0.5522 0.6300 -0.3850 -0.3399 -0.922
N -0.0043 -2.9565 -0.3141 -0.2036 -0.2246 0.3897 0.087
C 0.2650 4.1581 -3.0547 0.4019 -0.4454 -0.2558 0.012
N 0.8002 3.4589 -1.9065 0.7607 -0.2745 0.6433 -0.101
C 2.1217 3.5121 -1.5043 -0.2547 -0.0158 0.7534 -0.035
C 2.2148 2.7655 -0.3675 -0.2566 -0.1579 0.4290 -0.108
N 0.9566 2.2374 -0.0673 0.6920 0.0332 -0.3241 -0.071
C 0.1664 2.6755 -1.0199 0.1903 0.4483 -0.3409 -0.215
H 0.7268 5.1281 -3.1012 0.2308 0.3475 -0.1679 0.098
H -0.7781 4.3052 -2.9098 -0.9035 0.0130 -0.0308 0.088
H 0.4563 3.5925 -3.9732 -0.0895 0.1985 0.1811 0.109
H 2.8286 4.1900 -1.9374 0.1609 -0.0496 -0.3221 0.129
H 3.0651 2.6109 0.2943 -0.2922 -0.0701 -0.4020 0.113
H -0.8711 2.4872 -1.0748 -0.8949 -0.2264 -0.1663 0.108
```
Forces are in eV/Å.

For the calculated total energy, the calculation gives -2923.6909 hartree. The charge is +2. The HOMO energy comes out at -13.04 eV. The largest force on an atom comes out at 0.036 Eh/bohr. As for the orbital gap: 6.1 eV. For the LUMO energy, the calculation gives -6.9 eV. The energy above the lowest of the compared OMol25 structures with the same formula, charge and spin comes out at 0.0 kJ/mol.

---

Q: Among the records above, which one has the lowest orbital gap?
A: C14H24ClF2IO5PS

---

Q: Among the records above, which one has the highest charge?
A: C39H30N12O2SSn

---

Q: The highest orbital gap belongs to which entry?
A: C39H30N12O2SSn

---

Q: What is the formula in the first record?
A: C14H24ClF2IO5PS